Entry A
Below is C5H7PS as an isolated structure, with properties calculated with ωB97M-V/def2-TZVPD.

## Properties
Gap between HOMO and LUMO (Eh): 0.306

Geometry as ORCA input:
```
! RIJCOSX wB97M-V def2-TZVPD def2/J DEFGRID3
* xyz 0 1
C 0.367 -1.183 0.182
C -0.900 -1.421 0.594
C -0.514 1.039 -0.051
C 0.541 0.178 -0.244
C 1.823 0.755 -0.747
P -1.961 0.028 0.483
S -3.556 0.153 -0.609
H 1.265 -1.797 0.359
H -1.230 -2.475 0.959
H -0.414 2.091 -0.341
H 2.708 0.836 -0.099
H 1.696 1.755 -1.242
H 2.205 0.035 -1.542
H -2.031 0.006 2.298
*
```

Here are the Mulliken charges for atoms 1 to 2, given in e:
1. C -0.4871
2. C -0.2811

=====

Entry B
Below is a 2-piece molecular cluster, C5H7PS overall, with properties calculated with ωB97M-V/def2-TZVPD.

## Properties
Gap between HOMO and LUMO (spin up / spin down) (Eh): 0.292 / 0.292

Geometry as ORCA input:
```
! RIJCOSX wB97M-V def2-TZVPD def2/J DEFGRID3
* xyz 0 1
C 1.260 -1.499 -0.286
C 1.702 -0.741 0.825
C -0.034 -1.366 -0.594
C 0.680 0.002 1.420
C -1.673 0.886 0.085
P -0.862 -0.498 0.758
S -0.381 1.869 -1.768
H 2.057 -1.970 -0.852
H 2.695 -0.825 1.264
H -0.823 -1.973 -1.211
H 0.849 0.623 2.275
H -1.787 1.795 0.775
H -2.591 0.728 -0.531
H -1.092 2.970 -2.159
*
```

Here are the Mulliken charges for atoms 1 to 2, given in e:
1. C -0.4949
2. C -0.1830

=====

What should be chosen as the most stable of them? Choose entry A.

=====

Entry A
Below is C3H4NP as an isolated structure, with properties calculated with ωB97M-V/def2-TZVPD.

## Properties
Gap between HOMO and LUMO (Eh): 0.370

Geometry as ORCA input:
```
! RIJCOSX wB97M-V def2-TZVPD def2/J DEFGRID3
* xyz 0 1
C -0.488 -1.140 -0.556
C -0.770 0.094 -0.887
C 1.102 0.140 0.873
N 0.869 -1.077 0.779
P 0.298 1.391 -0.196
H -0.803 -2.130 -0.795
H -1.499 0.374 -1.635
H 1.830 0.506 1.585
H -0.539 1.844 0.831
*
```

Here are the Mulliken charges for atoms 1 to 2, given in e:
1. C -0.3015
2. C -0.2821

=====

Entry B
Below is an isolated molecule of C3H4NP, with properties calculated with ωB97M-V/def2-TZVPD.

## Properties
Gap between HOMO and LUMO (spin up / spin down) (Eh): 0.256 / 0.246

Geometry as ORCA input:
```
! RIJCOSX wB97M-V def2-TZVPD def2/J DEFGRID3
* xyz 0 1
C 0.892 -0.241 0.441
C 0.905 0.998 -0.162
C -1.241 -0.808 -0.185
N -0.036 -1.189 0.127
P -2.121 0.619 0.252
H 1.608 -0.606 1.115
H 1.692 1.747 -0.115
H -1.848 -1.728 -0.630
H 0.149 1.208 -0.843
*
```

Here are the Mulliken charges for atoms 1 to 2, given in e:
1. C 0.0539
2. C -0.7702

=====

Entry C
Below is an isolated molecule of C3H4NP, with properties calculated with ωB97M-V/def2-TZVPD.

## Properties
Gap between HOMO and LUMO (spin up / spin down) (Eh): 0.266 / 0.266
SMILES string: C#[PH]N=C=C

Geometry as ORCA input:
```
! RIJCOSX wB97M-V def2-TZVPD def2/J DEFGRID3
* xyz 0 1
C -0.962 0.315 0.093
C 1.595 -1.892 -0.086
C -0.826 1.627 0.030
N -0.865 -0.873 0.067
P 0.127 -2.194 0.603
H 1.968 -0.856 0.049
H -0.002 2.116 -0.588
H -1.638 2.415 0.197
H -0.195 -3.133 -0.422
*
```

Here are the Mulliken charges for atoms 1 to 2, given in e:
1. C 0.6872
2. C -0.2513

=====

What should be chosen as the most stable of them? Choose entry A.

=====

Entry A
Below is an isolated molecule of H3N3O2, with properties calculated with ωB97M-V/def2-TZVPD.

## Properties
Gap between HOMO and LUMO (Eh): 0.416
SMILES string: NN[N+](=O)[O-]

Geometry as ORCA input:
```
! RIJCOSX wB97M-V def2-TZVPD def2/J DEFGRID3
* xyz 0 1
N -0.007 -0.981 0.941
N -0.329 0.204 0.258
N 0.057 0.728 -0.961
O 0.981 0.162 -1.455
O -0.511 1.625 -1.450
H 0.247 -1.673 0.365
H 0.749 -0.801 1.565
H -1.188 0.737 0.737
*
```

Here are the Mulliken charges for atoms 1 to 2, given in e:
1. N -0.5047
2. N -0.2353

=====

Entry B
Below is an isolated molecule of H3N3O2, with properties calculated with ωB97M-V/def2-TZVPD.

## Properties
Gap between HOMO and LUMO (Eh): 0.390
SMILES string: NN[N+](=O)[O-]

Geometry as ORCA input:
```
! RIJCOSX wB97M-V def2-TZVPD def2/J DEFGRID3
* xyz 0 1
N -0.509 -0.198 -0.016
N 0.642 0.574 -0.031
N 1.888 -0.044 0.032
O 1.897 -1.273 0.039
O 2.897 0.673 -0.039
H -0.820 -0.364 -0.924
H -0.081 -1.146 0.218
H 0.770 1.649 0.042
*
```

Here are the Mulliken charges for atoms 1 to 2, given in e:
1. N -0.5515
2. N -0.1974

=====

Entry C
Below is an isolated molecule of H3N3O2, with properties calculated with ωB97M-V/def2-TZVPD.

## Properties
Gap between HOMO and LUMO (Eh): 0.369
SMILES string: N/N=[N+](\[O-])O

Geometry as ORCA input:
```
! RIJCOSX wB97M-V def2-TZVPD def2/J DEFGRID3
* xyz 0 1
N 1.467 0.263 -0.410
N 0.383 -0.666 -0.259
N -0.695 -0.077 -0.100
O -0.879 1.071 0.294
O -1.728 -0.968 -0.072
H 1.318 1.161 -0.133
H 2.335 -0.105 -0.046
H -2.199 -0.680 0.725
*
```

Here are the Mulliken charges for atoms 1 to 2, given in e:
1. N -0.3482
2. N -0.3848

=====

What should be chosen as the most stable of them? Choose entry B.